## A
This record from OMol25 describes a 12-piece molecular cluster, C48H132N12O12 overall. The level of theory is ωB97M-V with the def2-TZVPD basis set.

**Total charge**: 0
**2S+1**: 1
**HOMO-LUMO gap**: 8.9 eV
**Structure (SMILES)**: COC[C@H](C)N.COC[C@H](C)N.COC[C@H](C)N.COC[C@H](C)N.COC[C@H](C)N.COC[C@H](C)N.COC[C@H](C)N.COC[C@H](C)N.COC[C@H](C)N.COC[C@H](C)N.COC[C@H](C)N.COC[C@H](C)N
**LUMO level**: 0.22 eV

Last column: Löwdin charge in e.
Positions of all 204 atoms, in Å:
C  0.10620  -5.85988  0.68370  -0.051
C  -0.11846  -4.73566  -0.31936  -0.409
C  -0.65672  -3.32222  0.07486  -0.166
O  -1.89051  -3.45442  0.78953  -0.186
C  -2.30537  -2.25428  1.44035  -0.082
N  1.15179  -4.51628  -1.04069  0.038
H  -0.74784  -6.40682  1.08314  0.078
H  0.50123  -5.37651  1.57724  0.066
H  0.80810  -6.60387  0.30700  0.079
H  -0.76216  -5.18138  -1.07771  0.128
H  -0.63615  -2.67771  -0.80393  0.107
H  0.05901  -2.94576  0.80569  0.103
H  -3.25452  -2.61461  1.83704  0.104
H  -2.45173  -1.40940  0.76742  0.055
H  -1.59173  -2.06747  2.24280  0.068
H  1.41638  -5.44814  -1.32656  0.068
H  1.75154  -4.33045  -0.24957  0.042
C  -3.10007  -1.13178  -2.34988  -0.045
C  -4.10521  -0.34851  -1.47273  -0.425
C  -4.22347  1.16485  -1.99707  -0.175
O  -4.98971  1.89437  -1.06732  -0.231
C  -5.32082  3.21372  -1.54106  -0.072
N  -5.35514  -1.03176  -1.49853  0.057
H  -3.65241  -1.22090  -3.28534  0.074
H  -2.96073  -2.15015  -1.98714  0.077
H  -2.16245  -0.58159  -2.42904  0.061
H  -3.67078  -0.27900  -0.47546  0.094
H  -4.78019  1.19516  -2.93368  0.114
H  -3.21650  1.56583  -2.11259  0.112
H  -5.82755  3.76020  -0.74565  0.085
H  -5.89278  3.22987  -2.46880  0.089
H  -4.40589  3.80158  -1.61479  0.076
H  -6.07736  -0.43751  -1.11724  0.070
H  -5.62969  -1.07774  -2.46941  0.073
C  2.27931  1.53408  -9.78458  -0.035
C  0.91218  1.41361  -8.95600  -0.407
C  1.04837  2.09208  -7.64185  -0.237
O  1.70865  1.13483  -6.83028  -0.165
C  2.22965  1.66281  -5.68261  -0.137
N  -0.10827  2.09533  -9.80351  0.029
H  2.70888  2.52963  -9.89617  0.075
H  2.18290  0.98364  -10.72043  0.066
H  2.99265  1.02338  -9.13771  0.065
H  0.56409  0.40921  -8.71492  0.136
H  0.05385  2.36202  -7.28667  0.099
H  1.50090  3.05381  -7.88347  0.133
H  1.44410  2.23006  -5.18336  0.083
H  3.12077  2.26581  -5.85696  0.089
H  2.59673  0.86484  -5.03718  0.086
H  -1.01114  2.05605  -9.35252  0.045
H  -0.13748  1.50074  -10.61942  0.062
C  5.07279  -2.52449  -1.27603  -0.046
C  4.37854  -2.70528  0.09096  -0.419
C  5.34735  -3.28042  1.21527  -0.195
O  5.75577  -4.56999  0.87787  -0.199
C  6.42785  -5.19715  1.99796  -0.086
N  3.86761  -1.43752  0.49228  0.034
H  5.65829  -3.39733  -1.56487  0.074
H  5.83076  -1.74967  -1.16097  0.073
H  4.45356  -2.03003  -2.02448  0.064
H  3.46771  -3.30339  0.06321  0.100
H  4.81884  -3.41223  2.15941  0.093
H  6.23408  -2.65608  1.32484  0.127
H  7.13060  -4.53852  2.50831  0.083
H  6.86386  -6.09617  1.56235  0.088
H  5.72555  -5.47146  2.78512  0.077
H  3.14274  -1.17841  -0.16157  0.049
H  3.28805  -1.58441  1.30630  0.021
C  4.31464  0.19055  8.04831  -0.055
C  3.43872  1.39618  8.50687  -0.425
C  2.34085  1.68225  7.45090  -0.180
O  3.07357  1.87361  6.23894  -0.216
C  2.43099  2.65351  5.26625  -0.098
N  2.91446  1.07354  9.81925  0.024
H  4.72233  0.41917  7.06362  0.070
H  3.65591  -0.67785  8.03927  0.065
H  5.06523  -0.04520  8.80272  0.076
H  4.14047  2.21020  8.68856  0.137
H  1.80109  2.58364  7.74117  0.119
H  1.65305  0.83693  7.47242  0.107
H  1.62154  2.02949  4.88745  0.068
H  3.18632  2.96097  4.54303  0.101
H  2.09283  3.56912  5.75142  0.085
H  2.27207  1.75717  10.19351  0.067
H  2.29034  0.28354  9.73884  0.064
C  -6.73554  1.72236  2.57600  -0.062
C  -5.24872  2.10533  2.51681  -0.404
C  -4.59832  2.02757  3.95235  -0.192
O  -5.30031  2.76239  4.96045  -0.175
C  -4.90660  4.16578  4.88846  -0.083
N  -4.59673  1.10087  1.64843  0.050
H  -6.81692  0.68664  2.90577  0.082
H  -7.10939  1.72354  1.55212  0.065
H  -7.40897  2.37290  3.13404  0.075
H  -5.21420  3.10147  2.07567  0.121
H  -3.57218  2.34717  3.77074  0.092
H  -4.55578  1.00349  4.32326  0.116
H  -5.59265  4.71538  5.53297  0.087
H  -5.16030  4.55846  3.90382  0.075
H  -3.87066  4.47439  5.02870  0.068
H  -3.74760  1.57170  1.37022  0.024
H  -5.09770  1.10240  0.77144  0.030
C  4.32728  4.07038  -2.93152  -0.070
C  3.92233  4.44495  -1.51946  -0.439
C  2.36798  4.83174  -1.40949  -0.201
O  2.05375  4.90573  -0.05399  -0.181
C  0.68976  5.20715  0.16641  -0.104
N  4.18867  3.36703  -0.61087  0.051
H  4.15897  4.95082  -3.55167  0.082
H  3.83120  3.13364  -3.18552  0.064
H  5.34924  3.69129  -2.93169  0.080
H  4.54196  5.30159  -1.25428  0.134
H  1.77769  4.05319  -1.89273  0.103
H  2.17894  5.69896  -2.04218  0.121
H  0.36670  6.24750  0.12873  0.088
H  0.52449  4.92443  1.20605  0.075
H  -0.03114  4.61828  -0.40069  0.077
H  3.50996  2.64710  -0.81373  0.068
H  3.79268  3.77051  0.22608  0.060
C  2.89799  -1.05929  4.48415  -0.046
C  2.81310  -2.53341  4.23351  -0.409
C  2.05776  -3.31692  5.33620  -0.217
O  2.08947  -4.71291  5.10650  -0.191
C  1.23391  -5.36904  6.07366  -0.086
N  2.12797  -2.75243  2.95523  0.064
H  3.35009  -0.76667  5.43182  0.062
H  1.92015  -0.58406  4.56225  0.063
H  3.49793  -0.61297  3.69107  0.094
H  3.78997  -3.01068  4.15582  0.129
H  1.01712  -2.99265  5.33857  0.115
H  2.56978  -3.09689  6.27296  0.122
H  1.27574  -6.42192  5.79475  0.085
H  0.18715  -5.07458  5.99835  0.085
H  1.68759  -5.28354  7.06106  0.087
H  1.28088  -2.20365  2.99228  0.044
H  1.89306  -3.72436  2.81284  0.065
C  0.59456  0.37244  2.11482  -0.036
C  -0.22882  1.31385  1.15684  -0.326
C  -0.23137  0.92068  -0.35677  -0.152
O  1.08117  0.44284  -0.73654  -0.217
C  1.12772  -0.04968  -2.11587  -0.064
N  -1.63473  1.33505  1.65365  0.054
H  1.59610  0.27462  1.69595  0.068
H  0.17408  -0.63070  2.04396  0.044
H  0.58886  0.71261  3.15037  0.051
H  0.12700  2.33776  1.27127  0.115
H  -0.55300  1.74957  -0.98734  0.104
H  -0.88278  0.08696  -0.61885  0.093
H  2.14352  -0.27173  -2.44293  0.081
H  0.73440  0.74360  -2.75157  0.070
H  0.48056  -0.91436  -2.26281  0.064
H  -1.94941  0.37562  1.67797  0.034
H  -1.65829  1.61582  2.62354  0.028
C  -2.26370  0.97987  -6.50861  -0.045
C  -3.32806  1.59374  -5.58706  -0.427
C  -2.85638  2.90007  -4.91674  -0.221
O  -1.62270  2.60535  -4.34065  -0.187
C  -1.21898  3.64416  -3.52019  -0.126
N  -4.58029  1.80069  -6.31466  0.045
H  -2.02333  1.81942  -7.16091  0.056
H  -2.58191  0.09672  -7.06259  0.089
H  -1.34737  0.71775  -5.97974  0.074
H  -3.47169  0.80423  -4.84939  0.109
H  -3.59167  3.36244  -4.25821  0.111
H  -2.73789  3.62040  -5.72618  0.128
H  -0.99012  4.56313  -4.05986  0.099
H  -0.34437  3.27125  -2.98718  0.066
H  -1.96397  3.83730  -2.74833  0.077
H  -5.11317  2.48150  -5.79251  0.057
H  -4.42019  2.34308  -7.15150  0.067
C  -1.82167  -0.55477  5.39700  -0.044
C  -1.06717  0.46301  6.29928  -0.435
C  -1.37607  1.85809  5.93144  -0.162
O  -1.19476  2.16713  4.51379  -0.225
C  -0.93471  3.51466  4.31431  -0.130
N  -1.52734  0.16355  7.67134  0.044
H  -2.89241  -0.35139  5.38085  0.075
H  -1.59153  -1.56158  5.74551  0.070
H  -1.52000  -0.59657  4.35041  0.052
H  -0.02684  0.13840  6.27810  0.111
H  -0.73873  2.42280  6.61188  0.128
H  -2.43340  2.01429  6.14537  0.130
H  -1.22739  3.79383  3.30213  0.084
H  0.12687  3.75265  4.38148  0.075
H  -1.56609  4.19385  4.88714  0.083
H  -2.48640  0.47912  7.64445  0.065
H  -1.60522  -0.83477  7.80328  0.067
C  0.01187  -2.66262  -5.48571  -0.041
C  -0.19316  -4.15339  -5.13535  -0.443
C  -0.17423  -5.14742  -6.34053  -0.142
O  -1.45332  -5.10633  -7.07453  -0.198
C  -1.49650  -5.83554  -8.29055  -0.133
N  0.87722  -4.57097  -4.29239  0.022
H  0.78537  -2.55000  -6.24540  0.077
H  0.37381  -2.07976  -4.63873  0.058
H  -0.91199  -2.23153  -5.87138  0.071
H  -1.13150  -4.25258  -4.58963  0.126
H  0.10371  -6.18220  -6.14036  0.119
H  0.59327  -4.67729  -6.95536  0.112
H  -2.35985  -5.54117  -8.88728  0.083
H  -1.53331  -6.91491  -8.14321  0.077
H  -0.62523  -5.70070  -8.93149  0.078
H  1.02836  -3.96016  -3.50235  0.042
H  0.65423  -5.47993  -3.91272  0.066

## B
This record from OMol25 describes a 12-piece molecular cluster, C48H132N12O12 overall. The level of theory is ωB97M-V with the def2-TZVPD basis set.

**Total charge**: 0
**2S+1**: 1
**HOMO-LUMO gap**: 9.2 eV
**Structure (SMILES)**: COC[C@H](C)N.COC[C@H](C)N.COC[C@H](C)N.COC[C@H](C)N.COC[C@H](C)N.COC[C@H](C)N.COC[C@H](C)N.COC[C@H](C)N.COC[C@H](C)N.COC[C@H](C)N.COC[C@H](C)N.COC[C@H](C)N
**LUMO level**: 0.51 eV

Last column: Löwdin charge in e.
Positions of all 204 atoms, in Å:
C  -1.69681  7.92686  0.34720  -0.068
C  -0.63431  7.00811  -0.21950  -0.460
C  -0.37894  5.79296  0.71783  -0.165
O  0.52209  4.84051  0.10112  -0.206
C  0.96887  3.79456  1.01018  -0.101
N  -1.00214  6.54807  -1.50855  0.047
H  -1.79883  8.79849  -0.29929  0.081
H  -1.46662  8.20909  1.37455  0.078
H  -2.67866  7.45408  0.37058  0.072
H  0.23670  7.65704  -0.31070  0.134
H  -1.30002  5.21180  0.76222  0.109
H  -0.12091  6.10605  1.72951  0.120
H  1.21665  4.15876  2.00721  0.085
H  1.73915  3.10987  0.65525  0.064
H  0.18787  3.04154  1.11558  0.068
H  -1.90018  6.09847  -1.40134  0.023
H  -0.42925  5.77514  -1.81589  0.044
C  5.50115  6.05202  -0.33015  -0.060
C  5.80069  5.20269  0.93473  -0.421
C  4.81412  3.98916  1.10055  -0.127
O  5.12842  3.42252  2.40059  -0.190
C  4.32068  2.43827  2.79496  -0.167
N  7.14946  4.75578  0.81517  0.030
H  5.46340  5.46220  -1.24599  0.072
H  6.27177  6.79852  -0.52247  0.073
H  4.59256  6.64696  -0.23732  0.070
H  5.80186  5.81792  1.83451  0.136
H  4.94358  3.21547  0.34375  0.111
H  3.76908  4.29520  1.14888  0.105
H  4.64337  2.07549  3.77085  0.092
H  4.28761  1.66045  2.03206  0.083
H  3.30978  2.84227  2.84945  0.073
H  7.21176  4.34378  -0.10487  0.067
H  7.22278  3.89210  1.33360  0.066
C  1.65891  0.14162  -5.43621  -0.052
C  0.72900  1.35006  -5.52499  -0.428
C  1.29637  2.61012  -4.84339  -0.171
O  1.61936  2.23672  -3.46609  -0.215
C  1.77877  3.42806  -2.64613  -0.086
N  0.39029  1.62813  -6.93592  0.043
H  2.61798  0.31846  -5.92304  0.088
H  1.18897  -0.67631  -5.98233  0.052
H  1.73936  -0.22124  -4.41153  0.059
H  -0.16414  1.09745  -4.95352  0.120
H  0.50878  3.36354  -4.85646  0.111
H  2.16025  3.03286  -5.35634  0.124
H  0.85250  3.96040  -2.42997  0.067
H  2.43090  4.19756  -3.05929  0.085
H  2.37578  3.25461  -1.75081  0.069
H  -0.34211  2.30952  -7.07518  0.064
H  1.24668  2.00692  -7.31437  0.065
C  2.06654  -3.10306  -2.38201  -0.040
C  1.99306  -4.61119  -1.99228  -0.419
C  1.09519  -4.90115  -0.79728  -0.175
O  1.59954  -4.19844  0.35464  -0.197
C  0.65547  -4.24485  1.39174  -0.116
N  1.52517  -5.39146  -3.10076  0.047
H  1.06984  -2.71289  -2.58809  0.059
H  2.64705  -2.92041  -3.28630  0.076
H  2.40817  -2.54825  -1.50818  0.050
H  2.98181  -4.99805  -1.74568  0.138
H  1.26926  -5.93168  -0.48775  0.129
H  0.02485  -4.75294  -0.94045  0.108
H  0.89138  -3.45190  2.10144  0.076
H  0.71855  -5.17997  1.94823  0.091
H  -0.33396  -4.03169  0.98718  0.072
H  2.07532  -5.23219  -3.93267  0.074
H  0.63196  -4.95911  -3.28880  0.039
C  -2.72874  4.02339  -3.79287  -0.023
C  -3.73119  3.83088  -2.64521  -0.443
C  -3.46100  2.69377  -1.69681  -0.149
O  -3.66751  1.44430  -2.41197  -0.248
C  -5.01164  1.01765  -2.62332  -0.080
N  -3.82991  5.04444  -1.87531  0.037
H  -3.24501  4.56590  -4.58486  0.078
H  -2.38603  3.06609  -4.18557  0.076
H  -1.90534  4.67355  -3.49721  0.063
H  -4.70495  3.69100  -3.11459  0.123
H  -4.07711  2.68738  -0.79766  0.119
H  -2.43855  2.61150  -1.32815  0.119
H  -5.49105  0.90750  -1.65063  0.075
H  -5.17967  0.07429  -3.14288  0.092
H  -5.61144  1.80585  -3.07838  0.074
H  -4.27070  5.66749  -2.53683  0.086
H  -4.61478  5.02109  -1.24007  0.082
C  1.94837  -4.14872  5.18181  -0.070
C  3.22342  -3.47465  5.04995  -0.479
C  3.26939  -1.97235  5.45353  -0.150
O  2.30924  -1.11168  4.82446  -0.231
C  2.27000  0.23938  5.23705  -0.100
N  4.24433  -4.24580  5.70004  0.036
H  2.03748  -5.07548  4.61499  0.088
H  1.18490  -3.53780  4.70016  0.062
H  1.55315  -4.28329  6.18869  0.096
H  3.54628  -3.57736  4.01394  0.125
H  4.18439  -1.48302  5.11971  0.104
H  3.34026  -1.83626  6.53267  0.126
H  3.18114  0.75749  4.93792  0.073
H  2.21774  0.31756  6.32298  0.088
H  1.34884  0.71084  4.89455  0.074
H  4.18950  -5.19537  5.36031  0.077
H  5.14831  -3.82899  5.52919  0.074
C  -4.21308  -1.82513  2.74479  -0.060
C  -4.68136  -0.45445  2.24917  -0.395
C  -3.78166  0.75247  2.73087  -0.170
O  -4.09405  1.92035  1.97378  -0.199
C  -3.47366  3.06894  2.47474  -0.112
N  -4.84855  -0.53148  0.79648  0.039
H  -4.07782  -1.94887  3.81926  0.068
H  -3.29321  -2.20759  2.30245  0.068
H  -4.98301  -2.57238  2.55261  0.072
H  -5.70782  -0.24168  2.54786  0.129
H  -2.73682  0.44466  2.69016  0.118
H  -3.98300  0.86802  3.79586  0.099
H  -2.52906  2.85081  2.97299  0.082
H  -4.10646  3.56273  3.21219  0.091
H  -3.19771  3.74221  1.66316  0.069
H  -4.82032  0.45950  0.60346  0.035
H  -3.92891  -0.81006  0.48542  0.007
C  -4.81070  -3.35110  -0.91998  -0.070
C  -4.52302  -4.85470  -1.00227  -0.442
C  -3.30736  -5.16655  -0.09913  -0.197
O  -2.85684  -6.49569  -0.18563  -0.159
C  -2.52651  -6.89934  -1.47421  -0.132
N  -5.69636  -5.56454  -0.53226  0.044
H  -5.53436  -2.93621  -1.62161  0.080
H  -3.84185  -2.88977  -1.11131  0.046
H  -5.19824  -3.09768  0.06677  0.061
H  -4.28684  -5.09151  -2.03970  0.109
H  -3.48725  -4.85291  0.92915  0.130
H  -2.45873  -4.53084  -0.35171  0.096
H  -1.66919  -6.38247  -1.90544  0.078
H  -3.32824  -6.95081  -2.21088  0.083
H  -2.11837  -7.90993  -1.45888  0.091
H  -5.71944  -6.57100  -0.45104  0.072
H  -6.48203  -5.38412  -1.14076  0.070
C  -0.53974  0.33766  -2.02632  -0.026
C  -1.05766  -0.66850  -0.96026  -0.361
C  -0.08395  -0.82552  0.20702  -0.198
O  0.28221  0.40794  0.75164  -0.172
C  1.20448  0.39641  1.80701  -0.091
N  -2.38164  -0.23721  -0.49666  0.072
H  -0.57727  1.32984  -1.57656  0.071
H  -1.26619  0.30566  -2.83832  0.060
H  0.43671  0.21683  -2.49541  0.059
H  -1.14106  -1.69034  -1.33039  0.119
H  0.84195  -1.36697  0.01300  0.112
H  -0.54527  -1.50213  0.92638  0.112
H  1.45956  1.37043  2.22453  0.070
H  2.15431  -0.05482  1.52010  0.068
H  0.93148  -0.26454  2.62964  0.069
H  -2.16643  0.58221  0.05319  0.074
H  -2.93559  0.15034  -1.24702  0.045
C  -3.70132  1.55630  6.56880  -0.059
C  -2.49448  1.14099  7.42591  -0.405
C  -1.39536  0.60614  6.47973  -0.218
O  -1.80212  -0.61038  5.85212  -0.215
C  -0.76744  -1.48905  5.30727  -0.058
N  -1.92627  2.33525  8.09055  0.029
H  -3.41301  2.04990  5.64071  0.062
H  -4.39655  2.16761  7.14417  0.073
H  -4.24695  0.64103  6.33932  0.077
H  -2.76701  0.33439  8.10652  0.134
H  -0.49235  0.41515  7.05955  0.107
H  -1.07505  1.34164  5.74180  0.118
H  -0.10317  -1.67742  6.15069  0.084
H  -0.22498  -0.99315  4.50233  0.058
H  -1.30026  -2.38269  4.98228  0.090
H  -1.15379  2.20918  8.72889  0.065
H  -2.65458  2.68853  8.69459  0.061
C  -0.89475  -5.43812  -6.04343  -0.070
C  -0.85761  -3.97406  -6.37869  -0.447
C  -0.41343  -3.08023  -5.18301  -0.214
O  -1.06494  -3.42907  -4.00357  -0.244
C  -2.42942  -2.87482  -3.83506  -0.017
N  0.14314  -3.87270  -7.41025  0.030
H  -1.28298  -6.08371  -6.83121  0.076
H  -1.62085  -5.62632  -5.25257  0.076
H  0.10273  -5.84752  -5.88366  0.084
H  -1.84304  -3.70612  -6.75978  0.130
H  -0.41999  -2.00057  -5.33260  0.111
H  0.61442  -3.31654  -4.90771  0.107
H  -3.06240  -3.18648  -4.66590  0.087
H  -2.30690  -1.79173  -3.83392  0.080
H  -2.75425  -3.29185  -2.88182  0.063
H  -0.27338  -4.38598  -8.17389  0.074
H  0.16545  -2.90930  -7.71265  0.072
C  4.10291  0.58827  -2.22787  -0.075
C  5.12084  0.25364  -1.16533  -0.423
C  4.67052  -0.91759  -0.14992  -0.148
O  5.40857  -0.75167  1.07074  -0.208
C  4.99264  -1.61562  2.12903  -0.105
N  6.34149  -0.06147  -1.80197  0.038
H  3.89533  -0.25565  -2.88576  0.069
H  4.44861  1.38326  -2.88863  0.084
H  3.12643  0.87082  -1.83450  0.062
H  5.21399  1.20173  -0.63567  0.115
H  4.83207  -1.91834  -0.55055  0.118
H  3.61577  -0.84266  0.11463  0.087
H  5.56600  -1.51642  3.05072  0.083
H  5.03734  -2.67382  1.87149  0.085
H  3.94602  -1.38641  2.32942  0.067
H  7.06025  0.11651  -1.11509  0.075
H  6.47421  -1.02150  -2.08626  0.080

Compare the structures above. Which one is the most stable? B is.